No. 1
Formula: H2N2O3Si
Source: OMol25
Level of theory: the ωB97M-V functional and the def2-TZVPD basis

Summary:
Gap between HOMO and LUMO (alpha / beta) ... 7.16 / 6.52 eV
E_HOMO (alpha / beta) ... -6.7 / -10.7 eV
DFT total energy ... -625.50722 hartree
Multiplicity ... 3
Relative energy (zero: lowest compared OMol25 entry of this formula, charge and spin) ... 527.0 kJ/mol

Each line ends with the natural charge from an NBO analysis.
Element x y z (Å)
N: 1.543 -1.935 1.913  0.044
N: 1.890 -2.948 1.441  0.549
O: -0.158 -1.736 0.120  -0.624
O: 2.735 -2.596 2.492  -0.309
O: 1.730 -3.904 0.823  -0.282
Si: -0.244 -0.228 -0.156  0.840
H: 1.020 0.457 -0.771  -0.094
H: -1.139 0.775 0.332  -0.122


No. 2
Formula: C2H7N3O
Source: OMol25
Level of theory: the ωB97M-V functional and the def2-TZVPD basis

Summary:
Gap between HOMO and LUMO (alpha / beta) ... 5.44 / 7.94 eV
E_HOMO (alpha / beta) ... -4.5 / -10.3 eV
DFT total energy ... -319.62592 hartree
Multiplicity ... 3
Relative energy (zero: lowest compared OMol25 entry of this formula, charge and spin) ... 189.8 kJ/mol

Each line ends with the natural charge from an NBO analysis.
Element x y z (Å)
C: -0.487 -0.253 0.548  0.399
C: -1.882 -0.389 0.853  -0.687
N: 0.061 0.404 -0.325  -0.377
N: 1.662 0.841 -1.793  -0.642
N: 1.357 0.563 -0.542  -0.089
O: 0.410 -0.805 1.725  -0.740
H: -2.103 -1.512 0.555  0.233
H: -2.122 -0.235 1.967  0.241
H: -2.569 0.244 0.341  0.227
H: 1.419 1.891 -1.950  0.364
H: 0.972 0.339 -2.446  0.356
H: 1.952 -0.294 -0.268  0.278
H: 1.332 -0.794 1.335  0.435


No. 3
Formula: C4H8N4
Source: OMol25
Level of theory: the ωB97M-V functional and the def2-TZVPD basis

Summary:
Gap between HOMO and LUMO ... 9.01 eV
E_HOMO ... -8.3 eV
SMILES string ... C1=N\NC/C=N\NC/1
DFT total energy ... -376.05120 hartree
Relative energy (zero: lowest compared OMol25 entry of this formula, charge and spin) ... 517.9 kJ/mol

Each line ends with the natural charge from an NBO analysis.
Element x y z (Å)
C: -1.007 1.562 -0.184  -0.042
N: -1.269 0.929 1.006  -0.213
N: -0.680 -0.227 1.443  -0.431
C: 0.669 -0.648 1.260  -0.342
C: 0.858 -1.528 0.068  -0.055
N: 0.634 -1.266 -1.209  -0.171
N: 0.173 -0.099 -1.599  -0.429
C: 0.300 1.163 -0.936  -0.335
H: -1.757 2.425 -0.494  0.218
H: -0.809 -0.495 2.517  0.378
H: 0.861 -1.557 1.802  0.227
H: 1.422 0.034 1.542  0.197
H: 1.414 -2.430 0.286  0.182
H: 0.163 0.031 -2.626  0.378
H: 0.583 2.149 -1.553  0.224
H: 1.189 1.193 -0.207  0.216


No. 4
Formula: C31H45NO10S
Source: OMol25
Level of theory: the ωB97M-V functional and the def2-TZVPD basis

Summary:
Gap between HOMO and LUMO ... 7.58 eV
E_HOMO ... -7.2 eV
SMILES string ... O=COCCc1cccc2c1Sc1ccccc1N2.CCOC(C)=O.CCOC(C)=O.CCOC(C)=O.CCOC(C)=O
DFT total energy ... -2413.61413 hartree
Relative energy (zero: lowest compared OMol25 entry of this formula, charge and spin) ... 0.0 kJ/mol

Each line ends with the Löwdin charge.
Element x y z (Å)
O: -0.856 5.703 2.316  0.098
C: -0.960 5.224 1.241  -0.386
O: -0.544 3.998 0.958  0.001
C: -0.947 3.465 -0.313  -0.143
C: 0.254 2.816 -1.026  -0.112
C: 0.138 1.315 -0.947  -0.236
C: -0.736 0.665 -1.820  -0.045
C: -0.898 -0.710 -1.742  -0.076
C: -0.202 -1.455 -0.807  -0.013
C: 0.679 -0.830 0.065  -0.249
C: 0.846 0.554 -0.016  -0.374
S: 2.007 1.284 1.120  1.043
C: 1.627 0.293 2.544  -0.451
C: 1.607 0.840 3.820  -0.100
C: 1.333 0.035 4.920  -0.092
C: 1.070 -1.314 4.708  -0.082
C: 1.080 -1.859 3.433  -0.017
C: 1.361 -1.056 2.331  -0.262
N: 1.382 -1.595 1.022  0.104
H: -1.419 5.792 0.423  0.138
H: -1.694 2.699 -0.121  0.128
H: -1.421 4.226 -0.932  0.106
H: 1.159 3.136 -0.524  0.089
H: 0.261 3.126 -2.066  0.102
H: -1.275 1.257 -2.543  0.104
H: -1.577 -1.178 -2.437  0.092
H: -0.363 -2.521 -0.758  0.092
H: 1.809 1.896 3.927  0.102
H: 1.314 0.488 5.897  0.099
H: 0.841 -1.940 5.557  0.103
H: 0.865 -2.909 3.302  0.112
H: 0.971 -2.523 1.065  0.105
C: -7.173 -1.963 -3.237  -0.064
C: -5.742 -2.453 -3.301  -0.237
O: -4.859 -1.460 -3.831  0.002
C: -4.295 -0.501 -3.074  -0.529
C: -4.772 -0.289 -1.656  0.021
O: -3.450 0.199 -3.562  0.090
H: -7.277 -1.113 -2.563  0.068
H: -7.832 -2.759 -2.889  0.082
H: -7.504 -1.641 -4.224  0.084
H: -5.383 -2.812 -2.335  0.113
H: -5.668 -3.290 -3.994  0.122
H: -5.531 0.493 -1.658  0.097
H: -3.922 0.045 -1.064  0.085
H: -5.177 -1.179 -1.181  0.072
C: 7.123 0.654 5.829  -0.064
C: 5.618 0.809 5.900  -0.238
O: 4.961 -0.439 6.121  -0.004
C: 4.769 -0.977 7.339  -0.533
C: 5.499 -0.393 8.529  0.010
O: 4.068 -1.944 7.447  0.104
H: 7.535 0.289 6.770  0.067
H: 7.592 1.611 5.596  0.081
H: 7.389 -0.064 5.054  0.084
H: 5.312 1.544 6.647  0.113
H: 5.237 1.158 4.941  0.122
H: 6.420 -0.954 8.682  0.094
H: 4.865 -0.512 9.404  0.089
H: 5.735 0.664 8.435  0.068
C: 2.230 -5.898 -3.212  -0.061
C: 2.408 -6.253 -1.750  -0.232
O: 1.723 -5.336 -0.892  0.008
C: 0.430 -5.458 -0.562  -0.524
C: -0.438 -6.457 -1.290  0.017
O: -0.023 -4.717 0.270  0.086
H: 1.185 -5.961 -3.517  0.068
H: 2.812 -6.573 -3.839  0.082
H: 2.562 -4.876 -3.393  0.086
H: 2.112 -7.280 -1.532  0.112
H: 3.457 -6.163 -1.473  0.125
H: -0.933 -5.949 -2.117  0.097
H: -1.194 -6.818 -0.596  0.092
H: 0.099 -7.321 -1.673  0.070
C: -2.990 4.908 -6.041  -0.062
C: -2.530 4.131 -4.825  -0.235
O: -1.119 4.247 -4.619  -0.002
C: -0.548 5.260 -3.943  -0.542
C: -1.368 6.483 -3.592  0.012
O: 0.619 5.196 -3.674  0.104
H: -2.814 5.978 -5.927  0.068
H: -4.055 4.751 -6.210  0.082
H: -2.443 4.579 -6.924  0.085
H: -3.076 4.413 -3.923  0.112
H: -2.703 3.067 -4.976  0.122
H: -1.220 7.235 -4.366  0.096
H: -1.000 6.876 -2.647  0.086
H: -2.433 6.292 -3.478  0.068